No. 1
{
  "formula": "C6H2Cl5NO3S",
  "method": "the ωB97M-V functional and the def2-TZVPD basis",
  "gap_ha": 0.3472,
  "max_force_ev_per_a": 6.081,
  "homo_energy_ev": -9.94,
  "smiles": "NS(=O)(=O)Oc1c(Cl)c(Cl)c(Cl)c(Cl)c1Cl",
  "energy_ev": -87330.462,
  "relative_energy_kcal_mol": 57.5,
  "elements": ["O", "O", "Cl", "Cl", "Cl", "Cl", "Cl", "O", "C", "C", "C", "C", "C", "C", "N", "S", "H", "H"],
  "xyz": [[2.2829, -2.4440, -1.0426], [2.7263, -0.0475, -1.3346], [-4.2464, 2.0986, -0.0088], [-2.9281, 1.5411, 2.8153], [-2.9694, 0.8851, -2.6324], [-0.3555, 0.2211, 3.0482], [-0.0021, -0.2048, -2.5209], [0.9675, -0.7523, 0.6572], [-2.7147, 1.2635, 0.1152], [-2.1538, 1.0044, 1.3154], [-2.1433, 0.8021, -1.1059], [-0.9681, 0.3613, 1.3789], [-0.8708, 0.1350, -1.0305], [-0.2307, -0.0656, 0.2928], [3.5127, -1.0762, 0.3431], [2.1441, -1.1012, -0.4968], [3.8256, -1.9998, 0.5954], [4.1236, -0.6208, -0.3893]],
  "mulliken_charge": [-0.580, -0.579, -0.162, -0.150, -0.144, -0.182, -0.153, -0.244, 0.607, -0.246, -0.375, 0.786, 0.670, -0.236, -0.640, 1.013, 0.289, 0.326]
}


No. 2
{
  "formula": "C6H2N2O4",
  "method": "the ωB97M-V functional and the def2-TZVPD basis",
  "gap_ha": 0.3225,
  "max_force_ev_per_a": 6.005,
  "homo_energy_ev": -10.33,
  "smiles": "O=C1ON1C=C=CC#C[N+](=O)[O-]",
  "energy_ev": -17412.902,
  "relative_energy_kcal_mol": 21.1,
  "elements": ["C", "C", "C", "C", "C", "C", "N", "N", "O", "O", "O", "O", "H", "H"],
  "xyz": [[-0.6188, -1.2868, 0.9445], [-1.9329, -0.0915, -0.7471], [-1.5871, -0.9684, 0.1131], [0.6013, -1.4527, 0.3983], [-0.7498, 1.8344, 0.2528], [1.6343, -0.9809, -0.0568], [-1.3276, 1.1694, -0.8586], [2.9136, -0.3998, -0.4178], [-1.9162, 2.4221, -0.1151], [0.0044, 1.6967, 1.1435], [2.8851, 0.2015, -1.4267], [3.8142, -0.3243, 0.3628], [-0.8872, -1.7090, 1.8912], [-2.8332, -0.1106, -1.4842]],
  "mulliken_charge": [-0.389, -0.432, 0.368, 0.083, 0.762, 0.041, -0.204, 0.863, -0.329, -0.424, -0.479, -0.506, 0.342, 0.305]
}


No. 3
{
  "formula": "C6H2N4",
  "method": "the ωB97M-V functional and the def2-TZVPD basis",
  "gap_ha": 0.3565,
  "max_force_ev_per_a": 4.282,
  "homo_energy_ev": -10.70,
  "energy_ev": -12207.959,
  "relative_energy_kcal_mol": 70.9,
  "elements": ["C", "C", "C", "C", "C", "C", "N", "N", "N", "N", "H", "H"],
  "xyz": [[-1.9934, -0.1931, -0.0195], [-0.3213, -1.6573, 0.8504], [1.4605, 0.7328, -0.0285], [1.5934, -1.2498, -0.7020], [-0.8814, -0.5026, 0.7305], [1.0494, -0.1100, -1.0293], [-2.8634, 0.2200, -0.6130], [0.4756, -2.5674, 0.6813], [1.6868, 1.4730, 0.7953], [1.6386, -2.2868, -0.0815], [-1.0417, 0.0735, 1.6742], [0.7832, 0.1993, -2.0036]],
  "mulliken_charge": [0.335, 0.598, 0.629, 0.543, -0.440, -0.738, -0.382, -0.347, -0.430, -0.401, 0.275, 0.357]
}


No. 4
{
  "formula": "C6H2O4Rb",
  "method": "the ωB97M-V functional and the def2-TZVPD basis",
  "gap_ha": 0.0631,
  "max_force_ev_per_a": 4.870,
  "charge": -1,
  "homo_energy_ev": -1.85,
  "energy_ev": -15096.526,
  "relative_energy_kcal_mol": 79.9,
  "elements": ["Rb", "C", "C", "C", "O", "C", "C", "C", "O", "O", "O", "H", "H"],
  "xyz": [[5.6614, -2.6118, 0.7007], [0.3263, -1.0818, -0.2475], [1.0075, 0.1536, -0.3910], [0.1070, 1.5038, -0.2989], [0.5634, 2.5854, -0.6570], [-1.3319, 1.4829, 0.0431], [-1.8744, 0.1976, 0.2208], [-1.0454, -1.0895, 0.1075], [-1.5409, -2.2202, 0.5593], [-3.1396, 0.2471, 0.4306], [2.2035, 0.3549, -0.4323], [1.0056, -1.8948, -0.0378], [-1.9425, 2.3728, 0.0023]],
  "mulliken_charge": [0.762, -0.878, 0.635, 0.457, -0.693, -0.560, 0.507, 0.383, -0.730, -0.751, -0.723, 0.202, 0.390]
}


No. 5
{
  "formula": "C6H30BNO7",
  "method": "the ωB97M-V functional and the def2-TZVPD basis",
  "gap_ha": 0.3425,
  "max_force_ev_per_a": 5.035,
  "homo_energy_ev": -9.78,
  "energy_ev": -23201.553,
  "elements": ["C", "O", "C", "C", "N", "H", "H", "C", "C", "O", "C", "H", "H", "H", "H", "H", "H", "H", "H", "H", "H", "H", "H", "H", "H", "B", "H", "H", "H", "H", "O", "H", "H", "O", "H", "H", "O", "H", "H", "O", "H", "H", "O", "H", "H"],
  "xyz": [[-4.4072, -2.3929, 2.4337], [-4.0562, -1.5289, 1.3317], [-2.7492, -1.5579, 0.9017], [-2.5422, -0.3859, -0.0623], [-1.2802, -0.3059, -0.8623], [-0.5152, -0.2299, -0.1433], [-1.0712, -1.2429, -1.2343], [-1.1422, 0.4511, -2.0813], [-1.2662, 1.8981, -1.7393], [-0.8292, 2.7461, -2.7863], [-0.9682, 4.1621, -2.4723], [-4.4902, -3.3169, 2.0557], [-5.2362, -2.1719, 3.1147], [-3.5752, -2.2739, 3.2077], [-2.4282, -2.4049, 0.1287], [-2.0202, -1.5559, 1.6727], [-2.6892, 0.6461, 0.4057], [-3.3442, -0.3819, -0.6603], [-1.8562, 0.0201, -2.8573], [-0.2382, 0.0991, -2.5783], [-0.4532, 2.2381, -0.9423], [-2.3432, 2.0981, -1.2783], [-0.9482, 4.6441, -3.3933], [-0.0732, 4.5051, -1.9553], [-1.8202, 4.5301, -1.8063], [1.4858, -0.3759, 1.0087], [2.2578, -0.4639, 1.8407], [2.1198, -0.4619, -0.1143], [0.6548, -1.3549, 0.9967], [1.0028, 0.6951, 1.1167], [3.6208, -3.0369, 0.0897], [3.8888, -3.0769, -0.7753], [2.8918, -2.3959, 0.1527], [2.0268, -3.3159, 3.1537], [1.6918, -4.1949, 2.9637], [1.8958, -2.7379, 2.3677], [4.0718, 0.1861, -3.1403], [3.5228, 0.5411, -3.8163], [3.4328, -0.4559, -2.7523], [2.7398, 2.2041, 3.4757], [2.8588, 2.8861, 2.7967], [2.5038, 1.3601, 2.9747], [3.2628, 2.2811, -0.2173], [3.7008, 1.7191, -0.8243], [2.7148, 1.7081, 0.3047]],
  "mulliken_charge": [-0.751, -0.315, -0.473, -0.847, 0.497, -0.658, 0.489, -0.633, -0.079, -0.377, -0.763, 0.353, 0.278, 0.286, 0.184, 0.466, 0.349, 0.591, 0.313, 0.299, 0.224, 0.238, 0.314, 0.328, 0.276, 1.156, -0.303, -0.485, -0.152, -0.291, -0.649, 0.262, 0.249, -0.655, 0.282, 0.246, -0.623, 0.312, 0.286, -0.694, 0.318, 0.294, -0.687, 0.333, 0.212]
}


No. 6
{
  "formula": "C6H30O9",
  "method": "the ωB97M-V functional and the def2-TZVPD basis",
  "gap_ha": 0.3685,
  "max_force_ev_per_a": 4.346,
  "homo_energy_ev": -9.86,
  "smiles": "CCCCCCO.O.O.O.O.O.O.O.O",
  "energy_ev": -25136.944,
  "relative_energy_kcal_mol": 23.7,
  "elements": ["C", "O", "C", "C", "C", "C", "C", "H", "H", "H", "H", "H", "H", "H", "H", "H", "H", "H", "H", "H", "H", "H", "H", "O", "H", "H", "O", "H", "H", "O", "H", "H", "O", "H", "H", "O", "H", "H", "O", "H", "H", "O", "H", "H", "O"],
  "xyz": [[0.4879, 0.4939, 2.2317], [0.6471, 1.8774, 1.9992], [0.3539, -0.3080, 0.9196], [-0.9939, -0.0746, 0.2384], [-1.9734, -1.2531, 0.4186], [-2.5762, -1.3302, 1.8303], [-1.9444, -2.4669, 2.6410], [1.3503, 0.1940, 2.8061], [-0.4627, 0.4186, 2.8622], [1.1339, 2.0278, 1.1923], [0.5446, -1.3661, 1.1720], [1.1962, 0.0122, 0.2647], [-0.8887, 0.1432, -0.8032], [-1.4308, 0.8530, 0.6362], [-1.4592, -2.1709, 0.1387], [-2.7989, -1.1521, -0.3150], [-2.4120, -0.2807, 2.3443], [-3.6683, -1.4556, 1.7279], [-0.8458, -2.3875, 2.7160], [-2.4061, -2.4662, 3.6877], [-2.1339, -3.3927, 2.1993], [-0.1163, -2.4092, -0.8042], [0.5077, -3.4358, -1.6761], [0.6824, -2.6370, -1.2211], [3.1085, -1.4013, 0.7666], [2.4594, -2.1255, -0.4897], [3.1994, -1.5794, -0.1341], [2.6342, 1.1957, -1.2905], [3.2488, -0.2468, -1.1956], [3.0675, 0.5081, -1.8039], [-1.3848, 3.1506, 0.1715], [-0.8190, 2.7573, 1.6269], [-1.6008, 3.0899, 1.2128], [2.3589, 3.2321, -0.3407], [1.0453, 2.6318, -0.8108], [1.8556, 2.4006, -0.3404], [-1.0093, 1.1254, -4.1237], [-0.2274, 0.2676, -3.0579], [-0.9778, 0.9466, -3.1816], [-0.6872, 2.2188, -2.1630], [-0.5309, 3.8079, -2.1404], [-0.3987, 3.0322, -1.6067], [0.9319, -1.4319, -2.4755], [1.8548, -0.2767, -2.7480], [1.0785, -0.7364, -3.0819]],
  "mulliken_charge": [-0.843, -0.651, 0.638, -0.062, -0.218, -0.513, -1.223, 0.286, 0.280, 0.522, 0.649, -0.376, -0.627, 0.537, 0.077, 0.399, 0.212, 0.366, 0.227, 0.314, 0.419, 0.191, 0.199, -0.641, 0.303, 0.349, -0.751, 0.472, 0.442, -0.867, 0.379, 0.459, -0.764, 0.329, 0.402, -0.893, 0.281, 0.444, -0.730, 0.383, 0.249, -0.687, 0.367, 0.505, -0.834]
}


No. 7
{
  "formula": "C6H31F6N2O10P",
  "method": "the ωB97M-V functional and the def2-TZVPD basis",
  "gap_ha": 0.2702,
  "max_force_ev_per_a": 3.803,
  "homo_energy_ev": -8.78,
  "energy_ev": -55778.976,
  "relative_energy_kcal_mol": 17.1,
  "elements": ["C", "C", "N", "C", "C", "N", "C", "C", "H", "H", "H", "H", "H", "H", "H", "H", "H", "H", "H", "P", "F", "F", "F", "F", "F", "F", "O", "H", "H", "O", "H", "H", "O", "H", "H", "O", "H", "H", "O", "H", "H", "O", "H", "H", "O", "H", "H", "O", "H", "H", "O", "H", "H", "O", "H", "H"],
  "xyz": [[-1.2541, -0.3503, -2.5037], [-2.4089, -0.0498, -1.5278], [-3.6819, -0.6118, -2.0791], [-4.1521, -1.9363, -2.0868], [-5.4833, -1.9001, -2.5949], [-5.8105, -0.5978, -2.8861], [-4.6885, 0.1821, -2.6772], [-7.2033, -0.1688, -3.1376], [-0.3926, 0.2973, -2.3407], [-1.5533, -0.1346, -3.5294], [-0.8481, -1.3535, -2.3739], [-2.5479, 1.0100, -1.3144], [-2.2185, -0.6131, -0.6142], [-3.6431, -2.8036, -1.6931], [-6.1571, -2.7324, -2.7350], [-4.5210, 1.2372, -2.8353], [-7.5728, -0.7156, -4.0051], [-7.2184, 0.8669, -3.4772], [-7.8741, -0.2874, -2.2867], [1.7387, 0.0632, 1.1798], [1.8821, -1.5611, 0.9967], [2.5311, 0.1982, -0.2164], [0.3101, 0.1041, 0.4238], [1.7173, 1.6510, 1.3043], [0.8488, -0.1501, 2.4815], [3.1108, 0.1224, 2.0651], [-1.6629, -1.3133, 1.8280], [-1.5925, -0.9146, 2.6954], [-0.9650, -0.9024, 1.3178], [5.5725, -1.4048, 0.1739], [6.3330, -1.2453, 0.7328], [4.8206, -1.1787, 0.7214], [3.3753, 2.7229, -0.6807], [3.8830, 2.2300, -1.3253], [2.6926, 2.1147, -0.3970], [0.1636, 3.8083, -0.2945], [-0.7545, 3.5978, -0.4653], [0.4140, 3.2256, 0.4224], [1.9232, -0.5755, -2.8901], [2.6330, -1.2160, -2.8429], [1.2699, -0.8949, -2.2677], [4.1578, 3.3530, 1.9004], [3.7102, 3.0953, 1.0944], [4.5847, 2.5521, 2.2044], [0.1533, 1.2615, 4.6376], [0.9195, 0.8560, 4.2317], [-0.3109, 1.6778, 3.9113], [1.6478, -3.2941, -1.4414], [1.5204, -3.2999, -0.4927], [2.5161, -2.9106, -1.5646], [4.8816, 1.2835, 3.6742], [4.2794, 0.5431, 3.6003], [5.3495, 1.1312, 4.4953], [2.0221, -1.2794, 5.5076], [1.2521, -1.8198, 5.3305], [2.3009, -0.9691, 4.6461]],
  "mulliken_charge": [-0.958, -0.397, 0.267, -0.245, -0.456, 0.106, -0.159, -0.886, 0.190, 0.376, 0.411, 0.307, 0.115, 0.433, 0.427, 0.379, 0.353, 0.334, 0.339, 1.478, -0.400, -0.319, -0.401, -0.453, -0.465, -0.162, -0.693, 0.324, 0.421, -0.652, 0.299, 0.322, -0.752, 0.305, 0.436, -0.607, 0.287, 0.316, -0.587, 0.298, 0.254, -0.668, 0.311, 0.311, -0.642, 0.323, 0.307, -0.649, 0.328, 0.294, -0.643, 0.301, 0.284, -0.638, 0.334, 0.260]
}


No. 8
{
  "formula": "C6H31O9",
  "method": "the ωB97M-V functional and the def2-TZVPD basis",
  "gap_ha": 0.3156,
  "max_force_ev_per_a": 1.893,
  "charge": 1,
  "homo_energy_ev": -12.09,
  "energy_ev": -25144.415,
  "relative_energy_kcal_mol": 47.3,
  "elements": ["O", "H", "H", "H", "O", "H", "H", "O", "H", "H", "O", "H", "H", "O", "H", "H", "O", "H", "H", "O", "H", "H", "C", "C", "C", "O", "H", "H", "H", "H", "H", "H", "H", "H", "C", "C", "C", "O", "H", "H", "H", "H", "H", "H", "H", "H"],
  "xyz": [[-6.0108, -0.2531, -3.3207], [-6.2400, -1.1813, -3.2345], [-5.3308, -0.1068, -3.9823], [-5.7065, 0.1039, -2.4831], [-7.3745, -3.5785, -2.5949], [-8.2486, -3.6651, -2.9752], [-7.1221, -4.4733, -2.3673], [-9.8592, 1.0268, -2.1439], [-10.2130, 1.9162, -2.1500], [-9.8511, 0.7781, -1.2196], [-4.3121, 0.6893, -6.3835], [-4.0227, 1.5834, -6.5654], [-3.9415, 0.1676, -7.0953], [-2.5847, -2.1986, -2.6493], [-1.9314, -2.2666, -1.9531], [-2.1117, -2.4378, -3.4464], [-4.7976, 1.3525, -0.0289], [-5.3228, 1.5144, 0.7548], [-3.9919, 0.9540, 0.3002], [-10.5761, -1.9330, -4.3280], [-10.6302, -1.3892, -5.1139], [-10.4026, -1.3136, -3.6191], [1.2559, 0.0848, -4.1485], [0.8574, 1.2752, -3.2961], [-0.6356, 1.7509, -3.4655], [1.1254, 1.0351, -1.9392], [2.3136, -0.1028, -3.9636], [1.1024, 0.2786, -5.2101], [0.7688, -0.8525, -3.8797], [1.3769, 2.1767, -3.6210], [-0.7167, 2.8027, -3.1913], [-1.3028, 1.1752, -2.8241], [-0.8840, 1.6834, -4.5247], [2.0020, 0.6505, -1.8679], [-7.0369, -5.2727, -10.3918], [-6.6270, -4.0953, -9.4253], [-7.4375, -4.1739, -8.1504], [-5.1916, -4.2464, -9.2074], [-6.6019, -5.0313, -11.3617], [-8.1174, -5.2818, -10.5351], [-6.7314, -6.2170, -9.9412], [-6.8669, -3.1297, -9.8703], [-7.2765, -5.1292, -7.6507], [-8.5137, -4.2607, -8.3000], [-7.1976, -3.4263, -7.3944], [-4.8321, -4.4886, -10.0639]],
  "mulliken_charge": [-0.339, 0.419, 0.395, 0.436, -0.622, 0.325, 0.318, -0.630, 0.315, 0.326, -0.606, 0.317, 0.318, -0.633, 0.315, 0.318, -0.637, 0.324, 0.331, -0.632, 0.312, 0.322, -1.225, 0.552, -1.150, -0.532, 0.375, 0.347, 0.283, 0.129, 0.348, 0.260, 0.309, 0.314, -1.335, 0.619, -1.339, -0.549, 0.390, 0.370, 0.359, 0.156, 0.343, 0.372, 0.280, 0.333]
}